# 1
This record from OMol25 describes C24H45CrF3N2O23 as an isolated structure in a non-equilibrium geometry. The level of theory is ωB97M-V/def2-TZVPD.

CARTESIAN COORDINATES (ANGSTROEM)
Cr -0.69809 -0.57014 0.02403
N 1.06854 -2.37282 -1.59615
O 1.39510 -2.84895 -2.67473
O 0.68583 -1.24731 -1.48480
O 0.88299 -3.00403 -0.57332
N -2.97131 1.19234 1.83655
O -2.51070 1.61775 2.89185
O -2.15716 0.49288 1.21838
O -4.12128 1.38105 1.53148
C -1.46855 -3.28093 -5.41996
C -1.41104 -2.87722 -3.91647
O -2.68708 -2.30802 -3.57372
C -2.90624 -1.87130 -2.28648
O -2.15075 -1.83875 -1.37498
O -4.21511 -1.50437 -2.25237
C -4.73051 -0.89692 -1.02578
H -0.57046 -3.85071 -5.65846
H -1.54961 -2.37774 -6.02476
H -2.34646 -3.92522 -5.46756
H -0.76162 -2.01568 -3.76127
H -1.14610 -3.64996 -3.19482
H -4.97867 -1.71544 -0.35010
H -5.68113 -0.43004 -1.28355
H -4.09805 -0.11284 -0.60947
C -0.87275 1.57429 -4.68091
C -2.26925 1.54144 -4.08727
O -2.35997 2.28466 -2.95222
C -1.76062 1.89651 -1.80169
O -1.40716 0.74933 -1.53834
O -1.61763 2.87415 -0.94726
C -2.10938 4.18269 -1.18729
H -0.54443 2.61071 -4.75935
H -0.75372 1.05266 -5.63056
H -0.23314 1.20391 -3.87978
H -2.54388 0.48966 -4.00698
H -2.92537 2.02488 -4.81107
H -2.97969 4.20253 -1.84324
H -1.37520 4.83950 -1.65385
H -2.40325 4.55693 -0.20663
C -0.51715 -0.20705 5.98973
C -0.19806 -0.01362 4.55585
O 1.07267 -0.44396 4.17979
C 1.34720 -0.93184 2.97752
O 0.56233 -0.89994 1.98787
O 2.54098 -1.53510 3.09089
C 3.08683 -2.36490 2.11702
H 0.29401 0.26785 6.54164
H -0.56036 -1.26299 6.25661
H -1.49249 0.21803 6.22661
H -0.22794 1.05674 4.35203
H -0.97918 -0.46686 3.94550
H 4.08690 -1.98805 1.90265
H 2.58021 -2.49695 1.16098
H 3.20187 -3.32246 2.62492
C 3.39513 0.76608 -1.59626
C 2.27922 1.73711 -1.96703
O 2.00825 2.63265 -0.85774
C 1.19206 2.17319 0.17727
O 0.69412 1.04489 0.23598
O 1.05237 3.12940 1.06189
C 0.18334 2.95589 2.17350
H 4.32423 1.24484 -1.28696
H 3.71861 0.10229 -2.39804
H 3.04531 0.27567 -0.68784
H 1.41103 1.22339 -2.37990
H 2.54114 2.42598 -2.77012
H -0.76420 2.69316 1.70313
H -0.00212 3.95155 2.57645
H 0.50606 2.20739 2.89716
C -0.31456 -5.62450 0.69905
C -1.61774 -5.08287 0.07821
O -2.53575 -4.60253 1.05208
C -2.45422 -3.28523 1.45281
O -1.57439 -2.41176 1.14975
O -3.51161 -3.02341 2.21333
C -3.90524 -1.75534 2.65785
H 0.40769 -5.91733 -0.06300
H -0.43119 -6.51900 1.31090
H 0.17876 -4.85295 1.29019
H -2.09307 -5.90815 -0.45196
H -1.51283 -4.38716 -0.75431
H -4.47866 -1.82854 3.58193
H -4.66645 -1.28120 2.03829
H -3.05771 -1.15008 2.97950
C 4.30529 1.27085 2.39625
C 4.42390 2.76858 2.19785
O 4.88544 3.10862 0.89134
C 5.10908 4.45026 0.59083
O 5.16877 5.34619 1.38942
C 5.25633 4.71851 -0.96149
F 4.18648 5.45309 -1.34417
F 6.35435 5.48934 -1.14402
F 5.40407 3.60870 -1.71061
H 3.33919 0.94842 2.00793
H 4.33359 1.04509 3.46224
H 5.12925 0.73030 1.93043
H 5.08887 3.14207 2.97658
H 3.48272 3.30794 2.30455

The HOMO energy (spin up / spin down) comes out at -8.4 / -9.0 eV. The value obtained for the LUMO energy (spin up / spin down) is 0.44 / 0.44 eV. Its energy above the lowest of the compared OMol25 structures with the same formula, charge and spin is 0.0 kJ/mol. As for the total charge: 0. The expectation value of S² is 6.0046. As for the multiplicity: 5.

# 2
This record from OMol25 describes C24H45FeIP2 as an isolated structure in a non-equilibrium geometry. The level of theory is ωB97M-V/def2-TZVPD.

CARTESIAN COORDINATES (ANGSTROEM)
Fe 0.04496 2.10220 -1.45494
C 2.29998 -0.42766 -0.69885
C 2.18391 1.02068 -0.86120
C 1.95956 0.47434 1.39020
C 2.21014 -0.73493 0.67056
C 2.00515 1.56523 0.49439
C 2.70720 -1.37334 -1.74410
H 2.37602 -1.03489 -2.73494
H 2.28168 -2.37130 -1.55151
H 3.80497 -1.49836 -1.80772
C 2.42553 -2.05724 1.30734
H 2.43832 -2.86009 0.55697
H 1.63319 -2.26797 2.04521
H 3.39421 -2.09391 1.83607
C 1.83823 0.56044 2.85103
H 2.80915 0.70569 3.35641
H 1.40043 -0.36761 3.23147
H 1.19755 1.40730 3.13308
C 2.10686 2.98214 0.87281
H 3.15554 3.31282 0.96005
H 1.65325 3.12290 1.86020
H 1.61478 3.65284 0.14742
C 2.91335 1.71954 -1.92393
H 4.00589 1.56130 -1.79816
H 2.71422 2.78743 -1.88289
H 2.64383 1.32287 -2.90648
C -1.42567 1.08970 -2.44142
C -0.16134 1.07568 -3.12881
C 0.20594 2.02802 -4.24136
C 0.55113 3.48977 -3.81329
C 0.25009 3.81189 -2.36325
C -1.03781 3.69060 -1.74553
C -2.27154 3.48584 -2.61383
C -2.53031 1.96882 -2.95521
H -0.59134 2.09550 -5.00645
H 0.06786 4.18425 -4.52539
H 1.10418 1.62260 -4.73750
H -2.66555 1.91780 -4.05233
H -1.75913 0.15410 -1.95943
H 0.36612 0.11199 -3.21311
H -3.50809 1.64309 -2.55198
H -3.16874 3.86845 -2.10164
H -1.27353 4.26888 -0.84697
H -2.24125 4.05078 -3.57698
H 1.62666 3.67703 -3.98976
H 0.99798 4.49958 -1.94617
P -1.08593 -2.52542 -1.17946
C -0.31592 -4.09683 -0.68192
H -0.84940 -4.87154 -1.25765
H -0.40457 -4.25020 0.40411
H 0.75241 -4.07224 -0.96135
C -2.89445 -2.78909 -1.10137
H -3.08992 -3.76789 -1.56916
H -3.38841 -1.98069 -1.66690
H -3.24805 -2.75509 -0.05856
C -0.82085 -2.51730 -2.98658
H -1.25861 -1.61379 -3.43531
H -1.31837 -3.42969 -3.35249
H 0.25228 -2.53594 -3.22175
P -1.96570 1.36360 1.72037
C -1.37050 3.07089 1.86420
H -2.29604 3.64902 1.99450
H -0.85204 3.40552 0.95433
H -0.70120 3.20300 2.72627
C -3.32498 1.50067 0.50838
H -3.05404 2.19184 -0.31034
H -4.14187 1.92063 1.11867
H -3.62450 0.53719 0.06099
C -2.78247 1.12905 3.30775
H -3.44669 2.00937 3.40602
H -2.01280 1.12226 4.09656
H -3.34364 0.18536 3.32142
I -1.09815 -1.01450 1.28487

The HOMO energy (spin up / spin down) comes out at -9.2 / -8.8 eV. The value obtained for the LUMO energy (spin up / spin down) is -3.21 / -5.13 eV. As for the total charge: +1. The expectation value of S² is 8.8928. As for the multiplicity: 6.

# 3
This record from OMol25 describes an isolated molecule of C24H45N4P. The level of theory is ωB97M-V/def2-TZVPD.

CARTESIAN COORDINATES (ANGSTROEM)
C -1.02810 5.49034 6.93738
C -2.30611 5.74446 6.11667
C -2.36507 5.00770 4.76847
C -3.17693 3.71056 4.79610
C -2.75042 2.71533 5.87516
C -1.34387 2.12737 5.65745
C -1.28274 0.67775 5.14750
C -2.30662 0.28789 4.08396
C -2.15376 -1.17120 3.63757
C -2.56624 -1.43324 2.18523
C -1.94097 -2.70262 1.58060
C -0.82965 -2.42811 0.56245
C -0.60878 -3.55116 -0.45101
C 0.11796 -3.07172 -1.70257
C 0.44120 -4.20998 -2.66504
C 1.31783 -3.84063 -3.87885
C 1.28258 -2.36384 -4.27040
C 2.13043 -2.13102 -5.51794
C 2.25088 -0.66078 -6.05900
C 1.50032 -0.59689 -7.32144
N 0.92210 -0.59298 -8.30906
P 1.41318 0.60597 -4.97697
N -0.13443 0.69121 -4.91703
C 3.74995 -0.28936 -6.34180
C 3.85652 0.72148 -7.40317
N 3.93982 1.52896 -8.20807
C 4.60386 0.20060 -5.13664
C 5.23902 -0.90583 -4.31827
N 4.66791 -1.68342 -3.50749
H -1.20691 4.81218 7.77368
H -0.24270 5.04776 6.32119
H -0.63004 6.41643 7.35359
H -3.17158 5.44685 6.71644
H -2.41631 6.81629 5.94433
H -2.81004 5.66737 4.01872
H -1.34878 4.80502 4.41612
H -4.23432 3.96505 4.92257
H -3.09693 3.22505 3.81655
H -2.78149 3.21557 6.84761
H -3.49045 1.91464 5.92968
H -0.79500 2.17681 6.60095
H -0.78305 2.75735 4.96029
H -1.35085 -0.02371 5.98649
H -0.29271 0.51576 4.70709
H -3.31986 0.43265 4.46623
H -2.20344 0.94652 3.21387
H -2.76637 -1.80024 4.29141
H -1.11881 -1.49997 3.78734
H -2.28745 -0.56351 1.58109
H -3.65578 -1.50346 2.13280
H -1.52701 -3.29821 2.40096
H -2.71209 -3.31220 1.10268
H -1.05272 -1.50384 0.01672
H 0.11284 -2.24482 1.09021
H -1.58264 -3.96584 -0.73641
H -0.04113 -4.36952 0.00464
H -0.50201 -2.31433 -2.19362
H 1.04284 -2.56531 -1.39765
H 0.94415 -4.99765 -2.09711
H -0.49384 -4.64764 -3.02676
H 0.96531 -4.40652 -4.74667
H 2.35229 -4.14899 -3.70192
H 0.24970 -2.06167 -4.45890
H 1.64058 -1.75620 -3.43434
H 1.71264 -2.73744 -6.32308
H 3.13943 -2.51163 -5.34562
H 2.05795 1.78402 -5.40500
H 2.05179 0.39226 -3.74024
H -0.63366 0.05792 -5.52911
H 4.21334 -1.19999 -6.73210
H 4.03820 0.85440 -4.47079
H 5.40249 0.81686 -5.54846
H 6.31598 -1.02944 -4.44263
H 3.66855 -1.48147 -3.43661

The HOMO energy comes out at -9.5 eV. The value obtained for the LUMO energy is 0.38 eV. As for the total charge: 0. Its SMILES is [H]/N=C\C[C@H](C#N)[C@@](C#N)(CCCCCCCCCCCCCCCCCC)[PH2]=N.

no.,M (Da),total energy (eV)
1,838.6,-112258.01239
2,578.3,-86672.50299
3,420.6,-40864.86029